1.
Molecular formula: C24H75N5O11
Method: DFT, ωB97M-V/def2-TZVPD

```
115
Properties=species:S:1:pos:R:3:forces:R:3
O 4.382299 -0.357660 0.012694 2.0315 0.7565 0.7231
H 4.159950 0.541220 -0.240648 -0.0869 1.7998 -0.2512
H 4.198549 -0.924298 -0.740149 -0.2382 -2.9750 -2.3457
H 3.786245 -0.647521 0.707160 -2.0844 -1.1534 2.1089
O 1.935345 -3.406739 0.018386 0.6343 -1.9708 0.7251
H 2.560639 -3.170682 -0.670728 2.3353 1.1535 -1.6416
H 1.875326 -2.695100 0.659927 0.4157 2.1309 1.7304
H 1.090592 -3.599303 -0.395011 -1.7196 0.0313 -1.0757
C 0.344450 -0.392608 0.249360 0.5334 -0.6612 0.6210
C 1.454536 -0.154353 1.287723 -0.0345 -0.7435 1.4741
O 2.367609 -1.190757 1.594240 -0.0721 -0.0694 -1.8548
H -0.332940 -1.190616 0.553377 0.0043 -0.1900 0.1782
H 0.791228 -0.723591 -0.688154 -0.1226 0.3112 -0.3224
H -0.287370 0.491309 0.162178 0.2125 0.1464 -0.3021
H 1.007050 0.029729 2.264435 -0.8489 0.5864 0.1955
H 1.916170 0.804111 1.050365 0.5864 0.2929 -0.3675
C 2.896584 -0.590624 -3.028868 0.4216 -0.4403 0.0278
C 3.413780 -2.032632 -2.914193 0.1213 -0.7947 1.2008
O 3.944040 -2.368210 -1.645493 -0.9537 1.1637 0.1463
H 3.749880 0.031296 -3.299415 -0.1731 0.4299 0.1318
H 2.487083 -0.295023 -2.062930 0.0138 0.1769 0.0981
H 2.099315 -0.466746 -3.761752 0.1149 -0.0516 -0.2691
H 4.164165 -2.227333 -3.680424 0.1552 0.1387 -0.3806
H 2.603690 -2.733357 -3.116252 -0.5456 -0.1424 -0.3907
C -0.671729 -5.856476 -0.851022 0.1262 0.0671 0.1799
C -1.129869 -4.420986 -0.599423 -0.5871 -0.3482 0.4297
C -1.177234 -4.167966 0.936199 1.2458 -0.8468 -0.7578
O 0.048876 -4.576937 1.618607 -1.6589 0.9815 -1.5884
C -0.034027 -4.328118 2.994462 0.3498 -0.8218 0.4180
N -0.361977 -3.451763 -1.376640 0.6221 -0.5760 0.2493
H -0.824373 -6.292927 -1.838101 -0.1501 0.5782 -0.2907
H -1.221144 -6.513319 -0.176637 0.2838 -0.0713 0.2037
H 0.399383 -5.890619 -0.651878 -0.0231 -0.3368 0.2088
H -2.188619 -4.325741 -0.840439 -0.3699 -0.0883 -0.2523
H -1.973455 -4.841308 1.253593 -0.2126 0.1611 0.4270
H -1.450502 -3.128869 1.119781 0.1163 0.1553 0.2877
H 0.356131 -3.352920 3.285758 0.0878 0.1099 -0.0663
H 0.561348 -5.139225 3.413658 0.1536 0.3352 0.5157
H -1.048780 -4.451115 3.372962 -0.2157 0.0741 0.0031
H -0.468392 -3.657704 -2.359670 0.4033 -0.5907 -0.2624
H -0.815833 -2.549775 -1.353357 -0.2477 0.5379 0.6613
C -0.913562 -0.826386 -3.632718 -0.0298 1.3056 1.0031
C -1.838829 -0.253381 -2.506630 -0.7271 -0.7813 -1.9621
C -3.183719 0.361694 -3.046153 1.7503 0.9433 1.2393
O -3.949799 0.775356 -1.870022 0.5730 -0.6228 -1.0269
C -5.336880 0.761844 -2.140248 -0.0099 0.0910 -0.1856
N -2.255122 -1.363762 -1.725500 -0.1369 -0.9840 1.5448
H 0.020896 -1.181776 -3.198457 0.0029 0.0581 0.2947
H -0.641511 0.058280 -4.208445 0.0206 -0.4162 -0.8052
H -1.295876 -1.683173 -4.187555 -0.4697 0.4073 -0.2858
H -1.212276 0.427793 -1.930842 -0.4283 0.2513 0.1295
H -3.684631 -0.400146 -3.643466 -0.2608 -0.0297 0.0875
H -2.917830 1.215494 -3.669396 -0.5109 0.3247 -0.1488
H -5.518677 1.457257 -2.959660 -0.4449 -0.0690 -0.1255
H -5.932994 1.051951 -1.275040 0.4261 0.2738 0.1892
H -5.679744 -0.243954 -2.382981 0.0068 -0.1394 -0.3512
H -2.720249 -2.013448 -2.343309 -0.0804 -0.3031 -0.1473
H -2.977039 -1.064552 -1.085650 -0.0831 0.0767 0.3713
C -0.073602 0.335050 5.672961 -1.0841 1.1872 -0.3620
C 0.707848 1.577683 5.243591 1.4431 -1.9699 -1.5504
C -0.070988 2.572533 4.386055 -0.0915 1.0334 0.9586
O 0.671736 3.699474 3.916390 -0.0682 0.3325 1.1787
C 1.462598 3.478219 2.806927 0.2061 -0.5501 -0.8952
N 1.464166 2.160431 6.331108 -1.0253 0.8371 0.4045
H -0.978720 0.668808 6.180376 0.0271 -0.2117 0.6826
H 0.526315 -0.341769 6.281337 -0.1360 0.0910 0.0555
H -0.482249 -0.168248 4.796713 0.4816 -0.1962 -0.1113
H 1.494586 1.127012 4.638573 0.0077 -0.0237 -1.0407
H -0.766666 3.028885 5.090231 -0.4498 0.0789 -0.1465
H -0.619992 2.192164 3.524651 0.0424 -0.7194 0.1745
H 0.857797 3.304741 1.916869 -0.3842 -0.2406 -0.2901
H 2.087735 2.594133 2.932179 0.3855 0.0335 -0.0520
H 2.049110 4.361925 2.555631 0.1476 0.0055 0.4938
H 1.950480 2.934682 5.902010 0.4415 0.2131 0.3707
H 2.126939 1.457319 6.625137 0.2724 0.1935 0.1187
C -0.184016 3.205260 -3.453284 0.8012 -1.6273 -1.2058
C 1.274552 2.681182 -3.208367 -1.4348 1.2228 -0.5535
C 2.201871 3.325519 -4.244579 1.3216 0.1126 0.1574
O 1.762835 3.241489 -5.572449 -0.3763 -0.0828 -0.2904
C 2.719948 3.723764 -6.526306 -0.6941 -1.3951 0.1682
N 1.591463 3.099275 -1.833022 0.8336 0.0086 -0.0392
H -0.483190 2.792973 -4.416921 -0.3862 0.0889 -0.1096
H -0.234954 4.288215 -3.565951 0.1110 0.0142 0.3943
H -0.852956 2.800590 -2.693762 -0.0820 0.2971 0.0978
H 1.382789 1.601144 -3.307863 -0.3567 -0.0031 0.1630
H 3.190560 2.866641 -4.247058 0.2558 -0.3037 0.5938
H 2.387773 4.373846 -4.011021 -0.1982 0.4430 0.3634
H 2.238458 3.457691 -7.467302 -0.0933 1.1117 -0.2208
H 3.613443 3.104177 -6.602942 0.3541 -0.1644 0.7510
H 3.024307 4.750318 -6.322189 -0.3284 0.1695 -0.3860
H 1.350528 4.080014 -1.818985 0.2978 0.4855 0.2026
H 0.872949 2.713214 -1.237362 -0.0982 -0.4318 0.2206
C -2.567807 2.423247 0.675879 -0.7671 -1.7428 0.6943
C -3.498846 1.270550 1.400036 1.7093 0.9118 0.8467
C -2.762153 0.508499 2.601085 -0.3130 1.9650 -0.8174
O -3.373067 -0.675336 3.040632 -1.5289 0.9819 -2.3414
C -2.572832 -1.443119 3.827530 0.5532 -0.7712 0.6572
N -4.715954 1.971783 1.783714 0.8262 -0.3169 0.0200
H -3.142137 2.922009 -0.104817 -0.2735 -0.2336 0.0137
H -1.721338 1.953000 0.175431 0.1175 0.0096 0.0603
H -2.220100 3.219289 1.334304 -0.0598 -0.3099 0.3915
H -3.644457 0.461187 0.684603 -0.1865 0.0410 -0.3801
H -2.646652 1.121661 3.494840 0.0324 0.6436 -0.0542
H -1.770232 0.383630 2.166823 0.4089 -0.7151 0.2137
H -2.496474 -1.018055 4.828320 0.0414 -0.1605 0.3250
H -1.568904 -1.499968 3.406819 0.2968 -0.2801 -0.0275
H -3.036960 -2.429182 3.846100 0.2393 -0.0935 0.2984
H -5.177613 2.165910 0.906628 -0.7777 0.0391 0.3805
H -5.248160 1.431338 2.450625 -0.4597 -0.0534 -0.3607
O 2.773784 -1.404803 4.550432 0.1793 -0.0541 0.8442
H 1.905237 -1.063100 4.762831 -0.1841 0.0366 -0.0328
H 2.747867 -1.555624 3.605543 -0.0775 0.1323 -1.0716
O 4.025979 2.054316 -0.656755 0.6154 0.0008 0.2420
H 4.677913 2.755185 -0.657282 0.3480 -0.0260 0.0753
H 3.199278 2.495396 -0.852299 -1.1043 0.3232 -0.6198
```
Positions in Å, forces in eV/Å.

Properties
**Gap between HOMO and LUMO**: 7.838 eV
**Electronic energy**: -2060.57126 a.u.

***

2.
Molecular formula: C24H76N20O12
Method: DFT, ωB97M-V/def2-TZVPD

```
132
Properties=species:S:1:pos:R:3:forces:R:3
C 0.967205 4.524517 3.002720 0.1051 0.4067 0.3662
O 1.594410 3.621030 2.131981 -0.3152 -0.0619 -0.5868
C 3.003788 3.604395 2.196141 -0.1751 -0.5684 1.2798
C 3.548881 2.548590 1.262703 1.3784 0.1898 -0.4016
C 3.270742 1.102783 1.637013 -0.2914 -0.4750 0.2452
N 5.018663 2.780579 1.249918 -0.3865 0.3051 0.1684
H -0.086867 4.273117 3.100584 0.0282 -0.2106 -0.1125
H 1.013562 5.559213 2.644865 0.1820 -0.0071 -0.0971
H 1.422881 4.493595 3.998503 -0.0079 -0.0442 0.0351
H 3.489722 4.574805 2.059993 -0.3013 0.1360 -0.5787
H 3.281050 3.324831 3.229000 0.0412 -0.0771 0.0012
H 3.188014 2.792212 0.258923 -0.1007 -0.2672 -0.0359
H 2.244806 0.792977 1.429069 -0.0061 0.0304 0.1384
H 3.524171 0.877361 2.679348 -0.3258 0.4297 0.1685
H 3.940984 0.405898 1.126547 -0.1198 0.2552 -0.5421
H 5.335280 2.725348 2.214370 0.1895 -0.0273 -0.0714
H 5.485030 2.031873 0.754726 -0.0066 -0.0238 -0.0594
C -4.226758 1.421592 5.738140 -0.2615 -0.5363 -0.2004
O -3.666298 1.334126 4.445105 0.3929 -0.0152 -0.2636
C -2.263724 1.571013 4.455271 -0.6343 1.1291 0.7636
C -1.777855 1.840956 3.048016 0.4666 -1.9004 -0.7071
C -2.482041 2.948867 2.283356 0.1132 0.2330 0.7774
N -1.893708 0.555161 2.246048 -0.1951 0.7984 0.5026
H -5.286463 1.205847 5.605642 -0.0258 0.2449 0.1557
H -4.067358 2.412168 6.174285 -0.0666 0.0021 0.0096
H -3.828710 0.648153 6.406866 0.1571 0.1118 -0.0008
H -2.094214 2.465559 5.077926 0.1495 0.0205 -0.0729
H -1.765002 0.746536 4.975162 0.3378 -0.0973 -0.3616
H -0.691057 1.972329 3.080060 -0.0550 0.5944 0.2104
H -3.553427 2.770988 2.208519 0.0713 -0.3080 -0.3007
H -2.002617 3.027736 1.312457 -0.2959 0.1280 -0.2053
H -2.407609 3.906155 2.807678 0.2254 0.0125 -0.0124
H -2.754293 0.144188 2.603308 -0.0082 -0.3658 -0.4121
H -1.126495 -0.052512 2.511123 -0.2950 -0.1528 0.2021
C 2.817388 -2.362414 -0.245017 -0.5354 0.0697 0.9983
O 2.426213 -3.708385 -0.030156 0.2831 -0.0691 -0.5875
C 3.246615 -4.324346 0.959847 -1.0155 0.0670 -0.3419
C 2.779165 -5.754896 1.200526 0.9349 -1.6573 0.9455
C 1.290954 -6.000687 1.305984 -0.5492 1.9886 -0.4372
N 3.443601 -6.187757 2.476374 0.4760 -0.0766 -0.7408
H 3.860946 -2.245953 -0.547901 0.0967 -0.1909 0.0972
H 2.607891 -1.875816 0.714495 0.4138 0.5175 -0.1197
H 2.193851 -1.849541 -0.976801 -0.1831 -0.4494 -0.1618
H 4.278807 -4.288279 0.598142 0.1503 -0.2157 0.2052
H 3.182207 -3.796450 1.919564 -0.0499 0.2082 -0.0686
H 3.174705 -6.411863 0.414305 -0.1854 0.3347 -0.3440
H 0.896655 -7.010607 1.251883 0.5273 -0.2163 -0.1067
H 0.898797 -5.397071 0.484284 -0.4383 -0.5841 -0.0717
H 0.844614 -5.509345 2.176202 0.3011 -0.1314 0.2312
H 4.445974 -6.134657 2.278217 -0.0413 0.1859 0.3574
H 3.316584 -7.195969 2.547177 -0.2878 0.0900 0.1808
C 1.011451 -0.912843 3.604386 -0.1654 0.1424 0.1644
O 0.121458 -1.429584 4.568962 0.0282 0.0651 0.1175
C -0.624265 -2.506933 4.049558 0.1451 -0.9555 0.5677
C -1.572197 -3.097842 5.100017 -0.8635 0.0692 -1.1132
C -2.177063 -4.403842 4.600680 -0.4819 -0.9062 -0.3189
N -2.708229 -2.183473 5.301742 -0.1931 0.7037 0.4683
H 0.484467 -0.632447 2.690131 0.0977 0.0850 -0.0964
H 1.763987 -1.639602 3.278749 0.0852 -0.0705 0.2530
H 1.466852 -0.038498 4.065335 0.1960 -0.0084 -0.1645
H -1.219482 -2.148828 3.204669 -0.0139 -0.2909 -0.1179
H 0.054235 -3.302221 3.705210 0.0433 0.1801 -0.1569
H -1.121009 -3.356427 6.058638 0.4567 0.6175 -0.0438
H -1.524649 -5.145278 4.129877 0.4888 0.4459 0.0774
H -2.965606 -4.223382 3.863773 0.0447 0.1216 -0.0153
H -2.641238 -4.965465 5.414833 -0.1179 0.2910 0.1005
H -2.442287 -1.217700 5.133531 0.3348 -0.0579 0.3892
H -3.450561 -2.309625 4.622029 0.1024 -0.5344 -0.0138
N 0.918801 -3.642715 -3.470691 0.7350 0.9755 0.3248
C 1.681772 -3.325975 -4.559749 -0.1514 -0.3886 -0.8970
N 2.289206 -2.097336 -4.479060 -0.0722 -0.3279 0.3999
O 1.790963 -4.036468 -5.547409 0.1751 -0.0975 0.3716
H 0.787762 -2.867736 -2.846744 -0.4334 -0.4444 0.4539
H 0.392044 -4.485060 -3.370133 -0.0949 -0.0375 -0.3684
H 3.004301 -1.868722 -5.140253 -0.1366 0.0463 -0.1915
H 2.051393 -1.441830 -3.759586 0.1593 0.1458 -0.0602
N -2.503912 -0.724109 -4.568946 -0.2250 -0.0646 -0.3087
C -2.586927 -1.986253 -5.098633 0.8226 0.3117 1.1386
N -1.314158 -2.460387 -5.332836 -0.5303 -0.8484 -0.3701
O -3.586869 -2.674167 -5.204513 -0.0711 0.2431 -0.1805
H -1.572528 -0.355905 -4.481477 -0.1445 0.4678 -0.0152
H -3.289945 -0.204830 -4.225851 -0.1147 -0.1807 -0.0222
H -1.275570 -3.437708 -5.561217 0.2689 0.1100 -0.2835
H -0.498014 -1.878348 -5.416587 -0.0743 0.1195 -0.0682
N 0.837560 1.421687 -6.970809 -0.0472 -0.1869 -0.5055
C 0.809888 1.194644 -5.632869 -0.1505 0.0792 0.8840
N 1.378925 2.112808 -4.830647 0.0359 0.4412 -0.4380
O 0.279647 0.177649 -5.160683 0.2275 -0.2350 0.0197
H 0.746621 0.621643 -7.570587 -0.2689 0.0133 0.0391
H 1.132767 2.281314 -7.393009 0.2424 0.0428 0.2251
H 1.740574 3.002738 -5.151942 0.1994 -0.2504 -0.0283
H 1.297865 2.025728 -3.827455 -0.2047 -0.1829 -0.0020
N -1.047928 4.207655 -3.055986 -0.2352 0.0000 -0.1359
C -2.389690 4.007635 -2.983001 -0.0224 -0.2626 0.5874
N -3.147929 5.134230 -3.161093 0.6469 -0.2807 -0.0535
O -2.897216 2.922861 -2.694760 0.4210 0.3420 -0.1141
H -0.378337 3.496051 -2.766546 -0.3501 0.0892 -0.1412
H -0.707740 5.111913 -3.322864 0.2711 -0.0255 0.0977
H -2.663361 5.933113 -3.523000 -0.5048 0.3099 -0.0926
H -4.144503 5.041613 -3.208611 -0.0110 0.0484 -0.1474
N -2.461448 -2.709470 0.332903 0.8584 -0.7465 -0.4507
C -1.111790 -2.908603 0.232518 -0.4872 0.6080 0.7194
N -0.738946 -3.849852 -0.685137 -0.1637 0.7530 0.5424
O -0.322999 -2.285951 0.950710 0.1569 -0.1517 -0.4652
H -3.022440 -3.050493 -0.427024 -0.6144 0.3498 0.2561
H -2.808324 -2.016579 0.967223 -0.1912 0.1965 -0.2616
H 0.252694 -4.007029 -0.775282 -0.0358 -0.1057 -0.3038
H -1.452621 -4.136345 -1.328345 0.4123 -0.4241 -0.3303
N 2.165842 4.950688 -2.543692 0.2010 0.8682 0.3738
C 2.761600 5.306153 -3.719047 -0.4266 -1.3079 -0.8176
N 3.100001 6.613269 -3.867431 0.0446 -0.2491 0.1900
O 2.904177 4.491357 -4.636173 0.0117 0.7204 0.2268
H 2.408207 5.518369 -1.747439 -0.2650 -0.2188 0.1695
H 1.875702 3.996353 -2.369019 0.2852 -0.0503 -0.0623
H 3.521043 6.854383 -4.744760 0.0901 0.2088 0.0956
H 2.973412 7.274683 -3.126358 0.0817 0.1960 -0.1379
N 0.098844 0.201241 -1.694474 0.4807 0.2142 0.0528
C 0.396113 1.452585 -1.270377 -0.3202 -0.2311 0.2155
N 0.058372 1.729671 0.004952 0.0702 0.2303 0.2079
O 0.922988 2.316269 -1.997182 -0.0441 -0.1517 -0.0403
H 0.204882 -0.020280 -2.672486 -0.0707 0.0180 -0.0969
H -0.197056 -0.490334 -1.023391 -0.1808 -0.0899 -0.1642
H 0.199613 2.670534 0.335850 0.2572 -0.0797 0.0516
H -0.440419 1.093646 0.613187 -0.1124 -0.0264 -0.1495
N -2.992036 0.634637 -0.574104 0.5641 0.5002 0.1901
C -4.184654 0.146278 -1.018604 0.5674 -0.5939 -0.9854
N -4.560072 0.765401 -2.185762 -0.2491 -0.0405 0.2759
O -4.784837 -0.817593 -0.552034 0.1899 0.3060 0.3551
H -2.597354 1.429441 -1.051469 -0.1256 0.0068 -0.1698
H -2.445134 0.330302 0.220189 -0.8560 -0.1721 0.2393
H -4.042115 1.573587 -2.527477 -0.4672 -0.3496 -0.0173
H -5.332226 0.353989 -2.677529 -0.0721 0.1827 0.0380
```
Positions in Å, forces in eV/Å.

Properties
**Gap between HOMO and LUMO**: 8.862 eV
**Electronic energy**: -2958.33622 a.u.
**Structure (SMILES)**: COC[C@H](C)N.COC[C@H](C)N.COC[C@H](C)N.COC[C@H](C)N.NC(N)=O.NC(N)=O.NC(N)=O.NC(N)=O.NC(N)=O.NC(N)=O.NC(N)=O.NC(N)=O

***

Which value of gap between HOMO and LUMO does entry 2 give?
8.862 eV